[1]
Computed, not measured: a cluster of 6 separate species, C18H38N2O12S4 in total in a non-equilibrium geometry, with ωB97M-V/def2-TZVPD.

Cartesian coordinates (Å):
C1 10.67 -14.17 -14.19
N1 11.38 -15.27 -14.95
O1 11.42 -15.15 -16.17
O2 11.89 -16.18 -14.33
H1 9.71 -14.01 -14.66
H2 11.38 -13.36 -14.10
H3 10.51 -14.64 -13.22
C2 12.22 -10.26 -12.77
N2 11.61 -10.55 -11.45
O3 11.16 -11.66 -11.23
O4 11.72 -9.68 -10.60
H4 13.08 -9.59 -12.71
H5 11.44 -9.66 -13.24
H6 12.56 -11.18 -13.22
O5 15.14 -10.86 -11.67
S1 15.83 -10.27 -10.53
O6 17.00 -9.43 -10.68
C3 14.63 -9.43 -9.49
C4 14.16 -10.45 -8.49
C5 15.41 -11.23 -8.04
C6 16.15 -11.61 -9.32
H7 13.88 -8.87 -10.04
H8 15.24 -8.63 -9.05
H9 13.58 -10.07 -7.65
H10 13.41 -11.09 -8.97
H11 15.06 -12.14 -7.56
H12 15.93 -10.64 -7.29
H13 15.79 -12.52 -9.79
H14 17.21 -11.77 -9.13
O7 5.13 -8.46 -9.07
S2 6.55 -8.39 -8.95
O8 7.12 -7.72 -7.79
C7 7.26 -10.06 -8.93
C8 8.40 -10.05 -9.96
C9 7.93 -9.11 -11.10
C10 7.38 -7.82 -10.51
H15 6.44 -10.65 -9.34
H16 7.61 -10.32 -7.94
H17 9.28 -9.60 -9.51
H18 8.60 -11.05 -10.34
H19 7.07 -9.53 -11.62
H20 8.74 -8.93 -11.81
H21 6.54 -7.32 -10.98
H22 8.20 -7.26 -10.07
O9 12.22 -11.32 -15.80
S3 11.33 -11.64 -16.91
O10 10.05 -12.27 -16.66
C11 11.07 -10.13 -18.02
C12 11.67 -10.56 -19.35
C13 11.69 -12.06 -19.51
C14 12.20 -12.62 -18.17
H23 11.69 -9.33 -17.62
H24 10.04 -9.81 -18.00
H25 11.15 -10.15 -20.22
H26 12.71 -10.22 -19.43
H27 12.28 -12.36 -20.37
H28 10.68 -12.47 -19.59
H29 13.27 -12.40 -18.07
H30 12.16 -13.69 -17.94
O11 13.28 -6.58 -9.67
S4 12.44 -5.77 -8.82
O12 12.55 -4.34 -8.78
C15 10.65 -6.27 -9.00
C16 10.16 -5.98 -7.57
C17 11.11 -6.69 -6.59
C18 12.50 -6.45 -7.10
H31 10.72 -7.34 -9.24
H32 10.06 -5.82 -9.79
H33 10.22 -4.91 -7.38
H34 9.16 -6.33 -7.30
H35 10.87 -7.73 -6.41
H36 11.05 -6.12 -5.65
H37 13.09 -7.37 -7.17
H38 13.18 -5.81 -6.53

Output
- DFT total energy (Eh) = -3313.5220
- E_HOMO (eV) = -10.3
- 2S+1 = 1
- LUMO energy (eV) = -0.1
- energy above the lowest of the compared OMol25 structures with the same formula, charge and spin (kcal per mole) = 0.0
- Kohn-Sham gap (eV) = 10.168
- structure (SMILES) = C[N+](=O)[O-].C[N+](=O)[O-].O=S1(=O)CCCC1.O=S1(=O)CCCC1.O=S1(=O)CCCC1.O=S1(=O)CCCC1

---

[2]
Computed, not measured: a structure of composition C18H38N5O4RuS in a non-equilibrium geometry, with ωB97M-V/def2-TZVPD.

Cartesian coordinates (Å):
Ru1 -0.25 -0.55 -0.24
N1 -0.31 -0.89 1.82
C1 0.26 -2.12 2.45
C2 1.67 -1.90 2.96
C3 2.61 -1.21 1.97
C4 2.54 -1.73 0.53
N2 1.79 -0.79 -0.35
H1 0.11 -0.04 2.22
H2 -1.31 -0.83 2.02
H3 0.22 -2.92 1.72
H4 -0.39 -2.40 3.29
H5 2.08 -2.88 3.22
H6 1.65 -1.32 3.88
H7 3.63 -1.28 2.34
H8 2.39 -0.13 1.95
H9 2.06 -2.70 0.46
H10 3.55 -1.83 0.11
H11 1.97 -1.04 -1.32
H12 2.19 0.14 -0.23
C5 2.17 1.21 -2.61
C6 0.96 2.04 -2.26
O1 0.37 1.76 -0.96
C7 -0.48 2.89 -0.59
C8 -1.87 2.85 -1.16
H13 2.60 1.63 -3.52
H14 1.93 0.17 -2.83
H15 2.94 1.28 -1.84
H16 0.18 1.93 -3.02
H17 1.26 3.08 -2.24
H18 0.03 3.80 -0.92
H19 -0.50 2.90 0.49
H20 -1.87 2.75 -2.25
H21 -2.36 3.80 -0.94
H22 -2.47 2.07 -0.72
C9 1.06 3.52 3.45
C10 -0.46 3.60 3.30
C11 -0.82 2.18 2.90
O2 0.31 1.70 2.12
C12 1.46 2.55 2.35
H23 1.33 3.12 4.43
H24 1.55 4.49 3.34
H25 -0.73 4.31 2.52
H26 -0.96 3.90 4.21
H27 -1.71 2.10 2.27
H28 -0.94 1.54 3.78
H29 1.69 3.06 1.41
H30 2.31 1.92 2.63
C13 -1.70 -4.66 0.01
S1 -1.59 -3.24 -1.07
C14 -0.92 -4.01 -2.54
O3 -0.34 -2.50 -0.48
H31 -2.44 -5.34 -0.42
H32 -2.06 -4.31 0.97
H33 -0.73 -5.15 0.09
H34 -1.69 -4.67 -2.94
H35 -0.02 -4.56 -2.29
H36 -0.72 -3.21 -3.25
N3 -1.18 -0.45 -4.36
C15 -1.34 -0.45 -3.04
O4 -0.28 -0.53 -2.31
C16 -2.64 -0.39 -2.48
C17 -2.64 -0.38 -1.08
N4 -2.48 -0.40 0.07
C18 -3.80 -0.34 -3.28
N5 -4.69 -0.35 -4.01
H37 -0.25 -0.44 -4.75
H38 -1.96 -0.34 -4.98

Output
- DFT total energy (Eh) = -1775.9188
- net charge = +2
- E_HOMO (alpha / beta) (eV) = -14.4 / -14.4
- 2S+1 = 2
- LUMO energy (alpha / beta) (eV) = -6.7 / -7.8
- energy above the lowest of the compared OMol25 structures with the same formula, charge and spin (kcal per mole) = 10.2
- Kohn-Sham gap (alpha / beta) (eV) = 7.762 / 6.644

---

[3]
Computed, not measured: a structure of composition C18H38O in a non-equilibrium geometry, with ωB97M-V/def2-TZVPD.

Cartesian coordinates (Å):
C1 -3.17 -3.56 -0.61
C2 -1.66 -3.14 -1.09
C3 -0.66 -3.25 0.02
C4 0.63 -2.84 -0.32
C5 1.60 -3.25 0.68
C6 2.91 -2.57 0.61
C7 2.87 -1.09 0.74
C8 4.34 -0.34 0.36
C9 4.28 1.20 0.37
C10 3.87 1.73 -0.87
C11 2.62 2.97 -0.67
C12 1.25 2.18 -0.44
C13 0.22 2.89 -0.29
C14 -1.08 2.42 0.16
C15 -2.29 3.27 0.18
C16 -3.65 2.55 0.84
C17 -4.11 1.47 -0.30
C18 -3.84 0.11 0.00
O1 -4.24 -0.19 1.08
H1 -5.32 -0.08 1.26
H2 -2.78 0.02 -0.08
H3 -4.29 -0.36 -0.76
H4 -3.76 2.02 -1.28
H5 -5.29 1.78 -0.22
H6 -4.32 3.53 0.69
H7 -3.34 2.04 1.62
H8 -2.44 3.65 -0.63
H9 -1.99 4.17 1.05
H10 -1.39 1.61 -0.59
H11 -0.95 1.70 1.10
H12 0.10 3.77 -1.14
H13 0.39 3.74 0.51
H14 1.50 1.57 0.61
H15 1.09 1.25 -1.15
H16 2.90 3.43 0.09
H17 2.59 3.52 -1.58
H18 3.52 0.98 -1.69
H19 4.65 2.30 -1.09
H20 5.32 1.58 0.68
H21 3.58 1.64 1.39
H22 4.94 -0.80 -0.26
H23 4.81 -0.62 1.58
H24 2.39 -0.66 1.52
H25 2.31 -0.74 -0.24
H26 3.54 -2.78 1.26
H27 3.49 -2.91 -0.42
H28 1.75 -4.26 1.01
H29 1.32 -2.81 1.80
H30 0.95 -3.18 -1.32
H31 0.36 -1.66 -0.42
H32 -0.73 -4.36 0.23
H33 -1.17 -2.79 0.89
H34 -1.30 -3.63 -2.06
H35 -1.76 -2.16 -1.27
H36 -3.46 -3.04 0.26
H37 -3.87 -3.33 -1.32
H38 -3.25 -4.67 -0.48

Output
- DFT total energy (Eh) = -783.2999
- E_HOMO (eV) = -9.3
- 2S+1 = 1
- LUMO energy (eV) = 0.7
- energy above the lowest of the compared OMol25 structures with the same formula, charge and spin (kcal per mole) = 371.6
- Kohn-Sham gap (eV) = 10.006

---

[4]
Computed, not measured: a structure of composition C18H39CoN5OSi2, with ωB97M-V/def2-TZVPD.

Cartesian coordinates (Å):
Co1 -0.31 -0.51 0.22
C1 -1.06 0.87 -3.89
Si1 0.19 -0.15 -2.95
C2 -0.43 -1.92 -2.92
C3 1.86 -0.14 -3.77
N1 0.36 0.40 -1.29
C4 0.77 1.68 -0.94
C5 1.07 2.73 -1.82
C6 1.47 3.96 -1.33
C7 1.57 4.17 0.05
C8 1.28 3.15 0.94
C9 0.90 1.89 0.45
N2 0.64 0.76 1.21
Si2 0.71 0.61 2.95
C10 -0.46 1.80 3.81
C11 0.14 -1.14 3.32
C12 2.46 0.85 3.54
H1 -1.21 0.46 -4.90
H2 -0.76 1.91 -4.01
H3 -2.03 0.86 -3.39
H4 -0.47 -2.29 -3.95
H5 -1.43 -2.01 -2.51
H6 0.26 -2.58 -2.37
H7 1.79 -0.58 -4.77
H8 2.57 -0.74 -3.20
H9 2.28 0.86 -3.88
H10 0.99 2.58 -2.89
H11 1.71 4.76 -2.01
H12 1.88 5.14 0.42
H13 1.35 3.32 2.00
H14 -1.49 1.69 3.44
H15 -0.18 2.85 3.68
H16 -0.48 1.59 4.88
H17 -0.95 -1.26 3.26
H18 0.41 -1.39 4.35
H19 0.62 -1.87 2.67
H20 2.89 1.79 3.19
H21 3.09 0.03 3.18
H22 2.50 0.85 4.63
N3 -1.85 0.72 0.27
C13 -3.14 0.40 -0.38
C14 -4.09 -0.37 0.52
C15 -3.49 -1.61 1.17
C16 -2.81 -2.55 0.17
N4 -1.35 -2.37 0.18
H23 -2.01 1.04 1.23
H24 -1.44 1.52 -0.20
H25 -2.91 -0.15 -1.30
H26 -3.62 1.33 -0.69
H27 -4.95 -0.66 -0.09
H28 -4.48 0.30 1.29
H29 -4.27 -2.14 1.72
H30 -2.74 -1.32 1.92
H31 -3.16 -2.34 -0.84
H32 -3.06 -3.59 0.37
H33 -0.91 -2.88 -0.58
H34 -0.96 -2.79 1.02
C17 3.26 -3.00 -0.30
C18 2.42 -1.79 0.00
N5 3.01 -0.61 0.03
O1 1.19 -1.93 0.17
H35 4.29 -2.87 0.03
H36 3.27 -3.16 -1.38
H37 2.83 -3.87 0.17
H38 4.00 -0.52 -0.13
H39 2.46 0.22 0.21

Output
- DFT total energy (Eh) = -3019.9965
- net charge = +1
- E_HOMO (alpha / beta) (eV) = -9.7 / -9.7
- 2S+1 = 1
- LUMO energy (alpha / beta) (eV) = -3.8 / -3.1
- Kohn-Sham gap (alpha / beta) (eV) = 5.943 / 6.562